Computed, not measured: a 12-piece molecular cluster, C168H96O24 overall in a non-equilibrium geometry, with ωB97M-V/def2-TZVPD.

```
288
Properties=species:S:1:pos:R:3:forces:R:3
C 3.879 6.085 -3.774 -1.7009 0.6693 -0.7433
C -0.981 -10.096 2.183 0.6173 0.8998 -0.6281
H 2.563 4.268 -6.960 -0.2747 -0.6842 -0.4152
H -11.019 9.529 7.851 -0.3013 0.2748 -0.0235
O 3.432 -1.843 -2.835 0.9187 0.4593 -1.8179
C 1.252 2.551 -6.899 0.0046 0.1885 0.5809
H -6.609 -3.113 10.292 -0.2730 1.3984 -0.8218
C 0.026 -2.066 2.042 1.0800 -1.9999 -1.2322
C -1.529 0.988 6.589 0.4078 2.0381 -1.8071
C 5.244 6.215 -3.633 0.5036 0.8033 1.5209
C -7.797 7.442 7.077 -1.7976 2.4506 0.7430
C -4.874 -3.150 8.236 -1.5065 0.9422 -0.3199
C -1.203 7.506 -2.385 0.8452 -2.1999 0.5835
C 4.718 5.176 1.176 0.6986 0.7251 0.3377
H 5.096 3.726 -4.004 0.8673 0.6665 -0.0640
H -8.845 0.423 8.941 -0.5899 -0.3062 0.0889
H 0.773 3.277 -10.736 -0.3741 -0.6110 0.4922
H 3.052 -0.671 0.025 0.0074 -0.1175 0.2507
C -5.649 4.516 6.080 0.4362 -0.3317 -0.3173
C 4.490 2.173 -2.715 -0.2244 -1.6383 0.4308
O -6.550 -1.661 3.297 -0.1868 0.5200 0.2399
O -0.096 -8.916 -2.854 0.0172 -0.5066 -0.6637
C -3.220 -3.150 1.254 -0.3527 0.1062 0.5795
C 1.791 3.772 -8.946 -0.5590 0.3802 0.7592
H -2.348 0.781 7.239 -0.4795 -0.2293 0.2657
C 1.292 -9.499 3.664 0.5541 1.3067 -0.7701
H -0.882 -12.019 3.080 0.0875 -0.1993 0.1520
C 0.122 -6.198 -1.992 1.1114 1.1652 -1.7263
C 5.421 0.413 -4.723 -0.2637 1.5395 -0.5904
C 8.078 0.498 -2.841 -2.3959 -0.5022 4.0627
C -3.358 -5.154 2.713 0.1862 -0.4804 0.6978
C 3.601 5.803 -1.313 -0.4772 -0.1240 2.7524
H 1.328 -9.437 -8.854 0.3451 0.1616 -0.0865
C -0.476 0.139 6.454 2.6132 0.4814 0.2627
H 6.155 -7.562 -2.331 0.3626 -0.1238 -0.1850
C 1.386 -7.275 2.574 1.6728 1.8783 -0.2859
H -6.953 8.700 8.673 0.1808 -0.3126 -0.1325
C 4.190 0.783 -2.671 0.4800 1.7079 0.0713
C 5.247 -4.878 -0.558 -0.8405 -0.1336 0.3937
H 7.672 -5.768 -3.373 0.3449 -0.7350 -0.1705
C -7.297 -0.296 7.695 -0.6374 0.9260 -0.6883
O 8.279 -3.433 -3.963 0.6871 -0.4618 -0.8874
C 1.507 2.085 3.825 1.9873 -1.0972 0.3792
C -2.231 7.057 -3.134 -3.2481 0.8312 -2.7774
H 0.065 -4.347 -0.788 0.0299 -0.5060 0.1261
H -0.379 -0.685 7.174 0.0456 -0.0131 -0.8943
C -5.146 8.304 -5.388 -1.1063 -1.8789 -0.7055
H 1.032 -2.941 -2.289 0.2716 -0.3304 -0.7185
H -8.383 -1.526 10.704 -0.4854 0.4974 -0.3834
C 5.992 -2.525 -0.604 0.9324 0.3542 -1.4882
C -7.102 8.684 -6.745 0.5151 0.2549 -0.4062
C 6.032 -3.885 -1.172 0.4316 -1.7801 -0.1194
C 1.410 -6.139 -5.622 -1.0717 -0.9954 1.2226
O 1.560 3.164 3.294 -0.6807 1.0246 -0.3271
H 2.225 4.655 -9.423 0.2595 -0.4601 0.2055
C -6.572 6.685 6.833 -0.6896 -1.1328 -0.8807
C 4.628 -0.737 2.913 -1.1203 -0.0551 0.7462
O 1.747 6.093 -2.676 1.2227 0.0232 -0.2764
C 4.564 -0.013 -3.752 -0.3889 -0.9929 0.6441
H 1.173 -11.422 4.454 -0.1693 -0.1331 -0.3220
H -0.293 -6.863 -1.265 -0.2683 -0.2319 0.2698
H -5.005 2.551 5.414 0.0113 -0.0074 0.0730
H 7.117 -2.486 -7.153 -0.2446 0.0792 0.0663
C 3.281 6.248 -5.032 -0.2129 -1.4536 -1.1775
H 1.913 -7.217 -7.958 -0.5437 0.4841 0.0619
C 1.169 -0.293 0.909 -1.4311 2.3601 0.1599
H -0.103 9.232 -1.800 -0.5684 -0.0354 -0.5309
C 0.770 0.916 -3.402 0.2480 0.0199 -0.9678
H 2.212 5.996 -5.161 0.6220 0.5439 0.4056
C -2.030 2.399 2.037 0.0592 -1.0400 0.0790
H 1.580 -3.690 -4.682 -0.0483 -0.4332 0.4733
C 5.162 -4.700 -5.509 -1.1236 0.7551 1.2012
C 6.324 -2.841 -6.500 0.9953 -2.3671 -0.2396
H -1.391 -1.306 -5.672 -0.2998 -0.1686 0.0207
H 4.205 2.812 -1.881 -0.2551 -0.0715 -0.2259
H -1.784 -10.320 1.475 0.1297 -0.0876 0.5586
C 2.649 -9.269 4.269 -1.1185 1.2502 -1.0147
H -7.429 0.350 6.824 -0.3521 0.4654 0.6741
C 0.284 -8.153 -3.718 -0.0216 1.3021 1.7478
C -3.022 -0.998 0.037 -0.6436 -0.7146 0.0505
H 7.047 6.763 -4.584 0.4037 0.4206 0.1759
C -5.180 -5.517 4.320 0.9992 1.3313 -1.4337
H -0.608 6.727 -1.868 0.0103 0.9474 -0.3554
C 7.413 -1.797 -2.525 0.0028 -0.1658 0.0170
C -5.768 3.316 5.358 -0.2855 0.3345 -0.6279
O 0.810 -6.345 2.050 -0.1458 0.5270 -0.2670
H -2.239 -1.454 -0.564 -0.0370 -0.0154 0.2447
H -10.932 7.771 5.964 -0.7464 0.1724 0.1168
O -3.622 11.435 -4.555 0.0205 1.4632 0.0781
C -2.972 9.317 -3.803 1.0501 -0.4374 1.5808
O 1.977 3.114 -4.693 0.0812 0.2736 -0.2273
C -2.858 -3.666 6.884 -1.6164 0.7893 0.1488
C 0.939 -3.972 -2.659 -0.8231 1.2053 2.3455
C 0.352 -9.792 -5.670 -0.3859 -0.8731 1.3137
C 1.954 3.565 -7.559 0.0677 0.5086 0.0333
O 7.115 6.096 -2.200 1.4703 -0.0946 0.6777
H -0.328 3.541 4.467 -0.5774 -0.2421 0.4742
H 3.256 2.242 1.942 0.7916 -0.1730 0.0325
H -2.719 2.045 2.798 0.1101 0.0177 -0.0500
H -3.156 0.828 -1.176 0.1628 -0.5556 0.6052
H -6.001 0.333 1.966 0.0926 0.6988 0.2326
C -6.862 3.105 4.499 -0.3473 0.6321 1.1397
H 5.282 -1.527 2.662 0.9701 -0.2248 -0.5075
C 2.972 6.004 -2.594 -1.3539 -0.2713 -1.0146
C -3.884 10.276 -4.479 -0.6044 -1.8934 -0.5666
C 0.875 3.010 -9.676 0.3583 0.1157 1.2635
C -6.204 7.788 -6.188 0.0887 1.3855 1.0102
C 4.993 5.805 -1.106 -0.6855 0.4218 -1.6721
H 6.391 0.086 0.188 0.1007 -0.4689 -0.7941
C 0.584 1.711 4.911 -0.1261 0.8556 -0.4402
C -6.668 5.443 6.008 -1.6191 0.0833 -0.2529
C 1.167 1.149 0.408 1.6579 -1.3232 -0.1658
C 6.806 -0.181 -0.794 1.0588 0.7869 -1.4209
H 4.836 -5.722 -5.431 0.3705 -0.3978 0.0110
H 1.678 5.584 -0.233 0.2712 0.2740 -0.3045
C -0.431 2.637 5.078 -1.9021 -0.7807 0.5012
C 2.099 -2.440 0.869 0.4727 -0.5709 0.3969
H 1.551 1.493 -2.912 -0.4451 -0.1030 0.4805
C -5.546 -2.062 2.767 0.1464 -0.8020 -0.9236
C -9.024 6.252 5.265 0.4522 -1.6092 -0.7419
C 8.009 -0.803 -3.268 1.7240 0.7225 -1.6184
C -0.972 1.559 1.674 0.2697 -0.2065 -1.5411
H -2.496 2.769 5.807 0.6811 0.0612 0.1978
H -1.649 10.800 -2.989 -0.2685 -0.2662 0.1479
C 5.234 -6.208 -0.990 1.4799 0.6021 -1.4811
H -6.477 6.760 -6.236 0.6371 -0.7675 -0.2477
H -6.963 2.145 3.967 0.1169 0.6464 0.2146
C -3.126 7.943 -3.843 0.4016 -1.6516 -0.0042
C -7.928 4.055 4.478 0.3059 -1.6953 -0.5534
H -5.681 -6.091 5.059 -0.1680 -0.4538 0.5563
C 0.586 -8.518 -5.115 -0.2498 -0.2448 -2.0251
C 5.984 6.695 -4.688 0.0501 -1.3440 -1.5818
C 1.070 -5.757 -4.233 -0.9850 0.1219 1.4909
H -0.792 -8.021 1.497 -0.1239 -0.2185 -0.3563
H 6.352 2.174 -5.498 -0.0113 -0.0709 -0.2318
C 5.537 -6.927 3.670 -0.5415 1.2892 -0.2491
C -3.215 -1.383 5.245 -0.1039 -0.9616 -1.2922
H -5.054 1.763 0.239 0.5717 -0.1692 -0.1104
C 3.686 -1.032 3.881 -1.0538 1.5075 -0.8980
O 1.940 -5.336 -6.334 0.6051 0.2324 -1.2712
C -6.191 -1.075 7.558 0.1886 -2.5442 1.3717
H 6.029 6.944 -6.842 0.1792 0.1262 0.0891
C -0.384 -8.824 2.094 -0.7359 -0.0994 0.8252
O 6.747 -0.047 -6.557 1.5226 0.6568 -2.0908
O -5.433 0.076 5.669 -0.2421 -0.1691 0.7474
H -2.424 -5.547 2.297 -0.3298 0.3833 -0.0851
C 3.482 1.348 2.529 0.3316 1.0044 -1.3296
C -4.771 -1.248 1.767 2.5743 -1.1352 -0.8585
C 4.688 -2.436 -4.848 -1.7735 1.7662 2.8081
H 4.564 -4.630 0.269 0.4877 0.2914 -0.5611
C 0.481 -6.687 -3.294 0.7241 1.3246 -0.5865
H 3.610 -1.994 4.286 0.1579 -1.1360 0.9625
C 1.019 -7.546 -6.046 0.8880 0.6627 0.8370
C 0.061 -0.753 1.660 0.3642 0.2556 0.2099
H -0.777 -2.496 2.567 -0.9330 -0.0693 0.6667
C -10.125 8.992 7.610 -0.0241 -1.3977 -0.7061
C -0.423 -11.045 3.036 -0.9715 0.1654 -0.7501
C -0.140 3.241 0.172 -0.1447 -0.8021 0.1842
C 1.319 2.368 -5.389 0.7742 0.2899 -0.0191
C 2.644 -0.123 4.136 0.5467 -1.2662 1.7338
C -7.077 10.056 -6.493 0.6446 -0.1054 0.4342
C 7.036 -5.599 -2.525 -0.1577 0.0039 -1.0435
C 2.856 -7.192 2.869 1.2406 -0.2846 1.2586
H -4.757 4.779 6.680 -0.6763 -0.3769 -0.3711
H 5.156 4.945 2.131 0.1147 -0.1923 0.1429
H 3.067 -5.278 1.870 0.4755 -0.6066 0.5815
C 0.379 1.748 -7.625 0.0163 1.1872 -0.7524
C -7.867 5.198 5.259 0.3248 1.0845 0.1991
C -1.270 3.979 0.462 0.2622 2.0667 -0.2049
H 3.817 -4.227 -3.955 -0.4925 0.4356 0.3689
H -2.836 -4.532 7.542 0.5337 0.0725 -0.2658
C -10.125 8.000 6.631 0.1321 0.7300 -0.5636
H 0.209 -0.496 -1.820 0.0872 0.4407 -0.2762
O -1.059 -0.099 -7.675 -0.1376 0.3908 -0.1916
C -0.839 -0.666 -5.004 -0.3545 -0.1555 -0.5667
C -0.702 -0.962 -3.665 -0.8026 -0.2175 -0.5960
C -0.016 1.935 0.653 -2.3550 1.3717 2.1683
C 6.187 -4.285 -6.305 0.0730 1.3544 -1.4845
C 5.921 -0.478 -5.830 -0.8068 -0.7164 2.3273
C 4.505 0.461 2.250 0.2859 0.6803 -1.0384
C 2.762 5.607 -0.173 1.3880 -0.9029 -0.3735
C -6.014 -2.161 8.465 1.5440 0.9784 -0.7654
C -0.950 8.836 -2.386 -1.1274 2.9890 0.2725
C -5.100 9.656 -5.191 1.3975 1.9712 0.8967
C 5.196 2.685 -3.805 -1.0789 -1.3929 0.3880
C 0.643 0.516 5.582 -1.6825 -1.0386 1.0154
C 2.232 -1.073 0.611 0.1216 -1.3948 -0.9326
H 0.694 3.659 -0.342 0.2651 0.1987 -0.7376
C 0.159 2.024 -8.963 1.4468 0.6225 -1.4242
H -2.479 6.053 -3.420 0.3361 -0.7361 0.6829
H 4.525 -6.984 -0.725 0.0120 0.3650 0.5674
C -2.226 3.579 1.370 -0.1874 0.5247 0.4688
H -6.535 -3.797 4.466 -0.1366 -0.2927 -0.1216
H 1.107 -4.057 1.703 -1.0261 0.5343 0.3484
C 6.186 -6.545 -1.974 -0.8655 -0.1437 0.6269
H -6.046 11.610 -5.335 0.3058 -0.8026 -0.4618
C 5.418 6.724 -5.977 0.0086 -0.1509 0.3704
O 2.151 1.606 -0.163 -0.7369 -0.1865 0.1051
C 0.374 -4.823 -1.715 -0.5353 -1.6219 -0.0982
C -1.547 2.211 5.819 -0.0510 -0.0597 0.2640
O -1.756 -0.180 3.101 1.3597 0.7142 -1.9386
C -1.896 9.736 -3.007 2.0073 0.1017 -0.0242
C 7.454 0.817 -1.570 -0.3679 -0.4478 -0.2698
H 7.372 1.862 -1.195 0.4797 -0.8261 -0.4342
H -1.363 5.039 0.135 0.2448 -0.9667 -0.1927
C 4.907 -5.882 2.955 -0.2484 -0.9056 -0.7731
C 0.076 -0.171 -2.859 0.8913 0.2482 0.8252
H 0.254 -11.062 -7.442 0.3035 -0.1852 0.4953
C -8.960 9.195 8.321 -0.7642 0.8636 0.0856
H -1.099 -4.009 5.791 -0.5566 0.7291 -0.2289
C -5.705 -4.261 3.944 0.6674 -0.0941 -0.1082
H -0.444 1.378 -9.532 -1.0903 -0.7044 -0.3567
C 0.719 -8.480 2.876 -0.9474 -3.5418 -0.1632
C 1.323 -7.885 -7.341 1.2644 -0.7733 -0.8711
C 2.550 1.080 3.470 -0.6559 -0.5536 1.1683
O -4.384 6.127 -4.809 0.3295 1.0725 0.0515
C 6.929 -4.270 -2.233 -1.7484 1.1264 2.4081
H 8.556 -0.990 -4.218 -0.6536 -0.4769 0.7769
H -0.033 -10.600 -5.039 0.0040 0.5246 0.0867
C -2.132 -2.232 5.031 -0.0663 -0.0689 0.6706
H -7.780 8.325 -7.491 -0.6772 -0.3077 0.0170
C -3.969 -5.922 3.723 -0.6640 0.8456 -0.2278
H -8.999 10.012 9.030 0.4336 -0.1410 0.2874
C 5.566 -1.945 -5.779 1.0777 0.2749 -0.8880
H 2.733 4.908 1.861 -0.0254 0.0112 -0.0568
C -4.208 7.335 -4.708 -0.1453 -0.3237 0.3347
H 3.682 6.517 -7.193 -0.2531 -0.3239 0.1549
C -0.971 0.172 2.200 -0.7053 -0.1995 1.5655
H 3.691 0.326 -1.817 -0.0857 0.2699 -0.3486
C -7.878 -1.386 9.751 0.1412 0.6909 0.3553
C -8.146 -0.383 8.797 0.9312 -0.5027 0.4224
O -2.361 -3.661 0.592 1.2669 -0.5885 -0.9682
H -7.870 10.652 -6.953 0.4894 0.1251 0.3580
H -8.788 3.724 3.863 0.3688 0.9418 0.5380
C 0.700 -10.732 3.756 0.6621 -0.4191 1.1976
H 6.571 5.652 0.206 0.4759 0.0495 0.2526
C -5.257 -0.853 6.462 -0.8362 1.9840 -2.0049
C 4.828 -8.031 4.095 -0.6160 -0.3654 0.1533
C 5.726 1.784 -4.707 0.4281 0.2158 -1.2036
C -3.859 -3.913 2.338 -2.0049 -0.6241 1.1161
C -8.973 7.316 6.296 1.3980 -0.9532 1.2585
C 1.167 -9.182 -7.817 -0.9668 0.1180 0.0581
C -7.830 8.465 8.084 0.9716 -1.2435 -0.8368
C 7.609 -3.204 -2.997 -0.6514 0.3815 0.5976
H -3.451 -6.808 4.044 -0.1203 -0.3513 0.0647
C 3.581 -6.047 2.485 0.2394 0.0185 0.5148
C 1.240 -4.382 -3.899 0.4167 -1.4110 -2.1065
H 2.910 -3.126 0.590 -0.3599 0.4343 -0.0603
O 5.353 -2.225 0.364 -0.8600 -0.0216 1.2793
C -5.076 0.043 1.482 -2.2260 1.1262 0.0263
C -3.972 -2.828 7.046 0.7983 -1.0544 1.4618
C -0.252 0.440 -5.572 1.0478 0.5292 1.3213
O -9.946 6.134 4.481 0.4446 0.1873 0.4413
H 6.749 -5.089 -6.862 -0.3510 1.4797 0.4967
C 1.731 -0.451 5.282 -1.1665 -1.4695 0.1820
H -3.503 -0.639 4.499 0.4665 0.1453 0.6262
C -4.118 -1.699 6.244 0.2673 -1.0744 0.9551
C -1.974 -3.328 5.894 1.8472 -1.1432 -0.6212
C 1.000 -2.973 1.555 1.2919 0.9649 -0.2151
C 0.597 -10.136 -6.991 -0.1524 0.8441 -0.2091
O 3.014 -9.885 5.208 0.9275 -1.8561 2.0764
C -3.662 -1.776 1.025 -0.7390 1.1201 0.2337
H 5.503 -5.004 2.670 -0.4113 -0.3487 0.1466
H 5.279 -8.760 4.770 -0.1413 0.0985 -0.3134
H -3.033 4.273 1.643 0.2683 -0.4933 -0.2039
C -4.542 0.824 0.459 0.0710 -1.1450 0.2003
O 1.729 -1.530 5.877 0.6440 1.1237 -0.7580
C -0.398 0.680 -7.013 -0.2414 -1.4656 -0.1036
C 5.929 6.031 -2.260 -2.2948 0.3466 -1.4564
C -5.075 -3.473 2.973 1.5126 -0.1395 0.1775
H 5.118 0.694 1.388 0.1434 -0.0280 0.2461
C 0.601 1.229 -4.762 -0.9206 -0.5594 -0.3425
C -6.798 -2.238 9.593 -0.0911 -2.0177 0.2311
C -6.054 10.553 -5.666 -1.2996 0.2336 -0.3869
C 3.487 -8.177 3.729 -0.6259 1.7557 -1.6720
C 5.503 5.610 0.132 1.1713 -0.9374 0.6079
C 4.122 -1.409 -3.778 -0.7522 -2.9029 1.4487
H -1.275 -1.812 -3.320 0.2843 -0.0957 0.4255
H 6.566 -6.795 3.960 0.1451 -0.0552 0.0578
O -4.824 -4.126 8.956 0.8625 0.1383 -0.6946
O -5.527 7.012 7.302 1.7049 0.7029 0.9248
H -1.410 -2.011 4.236 -0.4909 -0.1942 0.6747
C 6.779 -1.483 -1.328 -0.2727 0.2642 0.8195
C 4.075 6.410 -6.188 0.2309 1.1346 1.5390
C 4.445 -3.777 -4.695 1.0525 -1.0039 -1.0221
H 8.579 1.276 -3.300 0.8800 1.1928 -1.3575
C 3.366 5.199 1.028 -1.8755 0.2309 -0.2770
C -3.506 0.255 -0.297 -0.4918 1.3870 -0.2434
```
Forces are in eV/Å.

2S+1   1
Lowest unoccupied orbital energy   -1.4 eV
Structure (SMILES)   O=C1c2ccccc2C(=O)c2ccccc21.O=C1c2ccccc2C(=O)c2ccccc21.O=C1c2ccccc2C(=O)c2ccccc21.O=C1c2ccccc2C(=O)c2ccccc21.O=C1c2ccccc2C(=O)c2ccccc21.O=C1c2ccccc2C(=O)c2ccccc21.O=C1c2ccccc2C(=O)c2ccccc21.O=C1c2ccccc2C(=O)c2ccccc21.O=C1c2ccccc2C(=O)c2ccccc21.O=C1c2ccccc2C(=O)c2ccccc21.O=C1c2ccccc2C(=O)c2ccccc21.O=C1c2ccccc2C(=O)c2ccccc21
ΔE to the lowest compared entry with this formula, charge and spin   43.7 kcal/mol
Max |F|   4.74 eV Å⁻¹

Löwdin atomic charge list, values in e, 99 entries: number 1, C, carries -0.1085; number 2, C, carries -0.0370; number 3, H, carries 0.0958; number 4, H, carries 0.1036; number 5, O, carries 0.0593; number 6, C, carries -0.0613; number 7, H, carries 0.1440; number 8, C, carries 0.0124; number 9, C, carries -0.0554; number 10, C, carries -0.1119; number 11, C, carries -0.0516; number 12, C, carries -0.2512; number 13, C, carries -0.1059; number 14, C, carries -0.0535; number 15, H, carries 0.0858; number 16, H, carries 0.1032; number 17, H, carries 0.1126; number 18, H, carries 0.1094; number 19, C, carries -0.0072; number 20, C, carries -0.0270; number 21, O, carries 0.1148; number 22, O, carries 0.0990; number 23, C, carries -0.3322; number 24, C, carries -0.0616; number 25, H, carries 0.1010; number 26, C, carries -0.0690; number 27, H, carries 0.1087; number 28, C, carries 0.0319; number 29, C, carries -0.0916; number 30, C, carries -0.0274; number 31, C, carries -0.0015; number 32, C, carries -0.0762; number 33, H, carries 0.1069; number 34, C, carries 0.0047; number 35, H, carries 0.1040; number 36, C, carries -0.3157; number 37, H, carries 0.1183; number 38, C, carries 0.0064; number 39, C, carries -0.0011; number 40, H, carries 0.1196; number 41, C, carries -0.0123; number 42, O, carries 0.1263; number 43, C, carries -0.2840; number 44, C, carries 0.0039; number 45, H, carries 0.0879; number 46, H, carries 0.1289; number 47, C, carries -0.0798; number 48, H, carries 0.0965; number 49, H, carries 0.1065; number 50, C, carries -0.2953; number 51, C, carries -0.0784; number 52, C, carries -0.0476; number 53, C, carries -0.3033; number 54, O, carries 0.1055; number 55, H, carries 0.1050; number 56, C, carries -0.3301; number 57, C, carries -0.0452; number 58, O, carries 0.0838; number 59, C, carries -0.1262; number 60, H, carries 0.1288; number 61, H, carries 0.0970; number 62, H, carries 0.0756; number 63, H, carries 0.1199; number 64, C, carries 0.0053; number 65, H, carries 0.1226; number 66, C, carries -0.0931; number 67, H, carries 0.1173; number 68, C, carries 0.0264; number 69, H, carries 0.1261; number 70, C, carries -0.0228; number 71, H, carries 0.1262; number 72, C, carries -0.0742; number 73, C, carries 0.0236; number 74, H, carries 0.1215; number 75, H, carries 0.1068; number 76, H, carries 0.1141; number 77, C, carries -0.3171; number 78, H, carries 0.1253; number 79, C, carries -0.2823; number 80, C, carries -0.0047; number 81, H, carries 0.1137; number 82, C, carries -0.0334; number 83, H, carries 0.1036; number 84, C, carries -0.0858; number 85, C, carries -0.0590; number 86, O, carries 0.0898; number 87, H, carries 0.1157; number 88, H, carries 0.1140; number 89, O, carries 0.1294; number 90, C, carries -0.0997; number 91, O, carries 0.1020; number 92, C, carries -0.0065; number 93, C, carries -0.0933; number 94, C, carries -0.0043; number 95, C, carries 0.0083; number 96, O, carries 0.1309; number 97, H, carries 0.1260; number 98, H, carries 0.1129; number 99, H, carries 0.1221